[1]
Entry from the Open Molecules 2025 dataset: a 2-piece molecular cluster, H4O2 overall in a non-equilibrium geometry (ωB97M-V with the def2-TZVPD basis set).

Each line ends with the Mulliken charge.
Geometry (Å):
H -2.1741 -0.3731 0.6182  0.323
H -1.3682 0.5926 -0.2783  0.311
H 0.9953 0.0152 0.0343  0.296
H 2.4631 0.4120 0.0259  0.331
O -1.7644 -0.2906 -0.2318  -0.639
O 1.8483 -0.3561 -0.1683  -0.623

Results
**E_LUMO**: 0.589 eV
**ΔE to the lowest compared entry with this formula, charge and spin**: 6.4 kcal per mole
**SMILES**: O.O
**Highest occupied orbital energy**: -11.53 eV
**Kohn-Sham gap**: 12.117 eV

***

[2]
Entry from the Open Molecules 2025 dataset: a 2-piece molecular cluster, H4O2 overall in a non-equilibrium geometry (ωB97M-V with the def2-TZVPD basis set).

Each line ends with the Mulliken charge.
Geometry (Å):
H -2.2116 0.4136 -0.4001  0.311
H -1.2530 0.2946 0.7835  0.318
H 0.7846 -0.4820 0.0509  0.335
H 1.4796 0.9571 -0.0723  0.322
O -1.4743 -0.0875 -0.0303  -0.631
O 1.6243 -0.0605 -0.0149  -0.654

Results
**E_LUMO**: 0.645 eV
**ΔE to the lowest compared entry with this formula, charge and spin**: 6.9 kcal per mole
**SMILES**: O.O
**Highest occupied orbital energy**: -11.22 eV
**Kohn-Sham gap**: 11.863 eV

***

[3]
Entry from the Open Molecules 2025 dataset: a 2-piece molecular cluster, H4O2 overall in a non-equilibrium geometry (ωB97M-V with the def2-TZVPD basis set).

Each line ends with the Mulliken charge.
Geometry (Å):
H 1.4167 0.8832 -0.2300  0.329
H 2.0239 -0.1595 0.5759  0.323
H -0.7558 -0.1507 -0.0260  0.368
H -2.2750 -0.6233 -0.3011  0.330
O 1.2962 -0.0760 -0.0743  -0.681
O -1.7059 0.1263 0.0553  -0.669

Results
**E_LUMO**: 0.699 eV
**ΔE to the lowest compared entry with this formula, charge and spin**: 3.6 kcal per mole
**SMILES**: O.O
**Highest occupied orbital energy**: -10.93 eV
**Kohn-Sham gap**: 11.631 eV

***

[4]
Entry from the Open Molecules 2025 dataset: a 2-piece molecular cluster, H4O2 overall in a non-equilibrium geometry (ωB97M-V with the def2-TZVPD basis set).

Each line ends with the Mulliken charge.
Geometry (Å):
O 0.4731 1.6234 1.0549  -0.637
H 0.6985 2.4329 0.5428  0.322
H -0.2265 1.1804 0.5234  0.312
O -0.3847 -1.8212 -0.3193  -0.639
H 0.2644 -2.2640 -0.9116  0.325
H -0.8248 -1.1515 -0.8903  0.316

Results
**E_LUMO**: 0.615 eV
**ΔE to the lowest compared entry with this formula, charge and spin**: 6.5 kcal per mole
**SMILES**: O.O
**Highest occupied orbital energy**: -11.45 eV
**Kohn-Sham gap**: 12.066 eV

***

[5]
Entry from the Open Molecules 2025 dataset: a 2-piece molecular cluster, H4O2 overall in a non-equilibrium geometry (ωB97M-V with the def2-TZVPD basis set).

Each line ends with the Mulliken charge.
Geometry (Å):
H 0.3536 -1.2109 1.7530  0.307
H -0.7279 -1.1026 0.5997  0.335
H -0.2179 0.5082 -0.3632  0.331
H -0.4307 0.5652 -1.8898  0.315
O -0.1165 -0.6069 1.1795  -0.658
O 0.2444 0.7619 -1.1920  -0.630

Results
**E_LUMO**: 0.673 eV
**ΔE to the lowest compared entry with this formula, charge and spin**: 6.4 kcal per mole
**SMILES**: O.O
**Highest occupied orbital energy**: -11.01 eV
**Kohn-Sham gap**: 11.681 eV

***

[6]
Entry from the Open Molecules 2025 dataset: a 2-piece molecular cluster, H4O2 overall (ωB97M-V with the def2-TZVPD basis set).

Each line ends with the Mulliken charge.
Geometry (Å):
H 1.5319 0.7761 -1.1455  0.313
H 0.5596 1.4534 -0.2354  0.323
O 1.2646 1.6487 -0.8559  -0.641
H -0.8499 -1.9273 0.3432  0.315
H -1.6528 -0.9129 1.2049  0.314
O -0.8533 -1.0381 0.6886  -0.624

Results
**E_LUMO**: 0.697 eV
**ΔE to the lowest compared entry with this formula, charge and spin**: 3.2 kcal per mole
**SMILES**: O.O
**Highest occupied orbital energy**: -11.24 eV
**Kohn-Sham gap**: 11.936 eV

***

[7]
Entry from the Open Molecules 2025 dataset: a 2-piece molecular cluster, H4O2 overall in a non-equilibrium geometry (ωB97M-V with the def2-TZVPD basis set).

Each line ends with the Mulliken charge.
Geometry (Å):
H 0.8285 -0.0085 0.1002  0.326
H 2.3000 0.0852 0.3293  0.320
H -1.6569 0.4009 0.5677  0.332
H -1.6014 -0.4237 -0.6506  0.332
O 1.6194 -0.5458 0.0430  -0.636
O -1.4896 0.4919 -0.3896  -0.674

Results
**E_LUMO**: 0.782 eV
**ΔE to the lowest compared entry with this formula, charge and spin**: 2.7 kcal per mole
**SMILES**: O.O
**Highest occupied orbital energy**: -11.42 eV
**Kohn-Sham gap**: 12.198 eV

***

[8]
Entry from the Open Molecules 2025 dataset: a 2-piece molecular cluster, H4O2 overall in a non-equilibrium geometry (ωB97M-V with the def2-TZVPD basis set).

Each line ends with the Mulliken charge.
Geometry (Å):
H -0.9089 1.4496 -1.4025  0.325
H -1.1895 0.6258 0.0186  0.345
H 0.7798 -1.7773 0.3327  0.329
H 0.9472 -0.3131 0.4959  0.331
O -0.5600 1.1221 -0.5333  -0.660
O 0.9312 -1.1071 1.0887  -0.668

Results
**E_LUMO**: 0.716 eV
**ΔE to the lowest compared entry with this formula, charge and spin**: 6.8 kcal per mole
**SMILES**: O.O
**Highest occupied orbital energy**: -11.28 eV
**Kohn-Sham gap**: 11.993 eV

***

[9]
Entry from the Open Molecules 2025 dataset: a 2-piece molecular cluster, H4O2 overall in a non-equilibrium geometry (ωB97M-V with the def2-TZVPD basis set).

Each line ends with the Mulliken charge.
Geometry (Å):
H 1.4452 -0.8784 -0.1239  0.310
H 1.6004 0.6419 0.0817  0.315
H -1.5162 0.7919 -0.1304  0.276
H -0.7577 -0.3321 0.1756  0.421
O 0.9144 -0.0672 -0.0025  -0.668
O -1.6860 -0.1560 -0.0005  -0.655

Results
**E_LUMO**: 0.434 eV
**ΔE to the lowest compared entry with this formula, charge and spin**: 6.8 kcal per mole
**SMILES**: O.O
**Highest occupied orbital energy**: -10.59 eV
**Kohn-Sham gap**: 11.028 eV

***

[10]
Entry from the Open Molecules 2025 dataset: a 2-piece molecular cluster, H4O2 overall in a non-equilibrium geometry (ωB97M-V with the def2-TZVPD basis set).

Each line ends with the Mulliken charge.
Geometry (Å):
H 1.7751 2.0388 -1.4720  0.322
H 0.7085 1.2983 -0.6280  0.318
O 1.5205 1.8009 -0.5785  -0.639
H -1.3009 -1.3698 1.6466  0.324
H -1.0433 -2.0722 0.2057  0.319
O -1.6600 -1.6961 0.8261  -0.643

Results
**E_LUMO**: 0.687 eV
**ΔE to the lowest compared entry with this formula, charge and spin**: 6.5 kcal per mole
**SMILES**: O.O
**Highest occupied orbital energy**: -11.67 eV
**Kohn-Sham gap**: 12.357 eV

***

[11]
Entry from the Open Molecules 2025 dataset: a 2-piece molecular cluster, H4O2 overall in a non-equilibrium geometry (ωB97M-V with the def2-TZVPD basis set).

Each line ends with the Mulliken charge.
Geometry (Å):
H -0.5343 -0.1646 1.0409  0.303
H -0.5300 0.4893 2.3713  0.331
H -0.1568 -1.3859 -1.5675  0.328
H 0.9698 -0.6544 -0.7534  0.322
O -0.2938 0.7182 1.3957  -0.624
O 0.3252 -0.5038 -1.5322  -0.662

Results
**E_LUMO**: 0.575 eV
**ΔE to the lowest compared entry with this formula, charge and spin**: 11.4 kcal per mole
**SMILES**: O.O
**Highest occupied orbital energy**: -11.58 eV
**Kohn-Sham gap**: 12.159 eV

***

[12]
Entry from the Open Molecules 2025 dataset: a 2-piece molecular cluster, H4O2 overall in a non-equilibrium geometry (ωB97M-V with the def2-TZVPD basis set).

Each line ends with the Mulliken charge.
Geometry (Å):
H 0.5717 -0.5389 -0.1182  0.416
H 1.5563 0.6576 0.0968  0.287
H -1.1779 0.4152 -0.6798  0.353
H -1.2601 0.1264 0.7581  0.337
O 1.4825 -0.3184 -0.0238  -0.675
O -1.1726 -0.3419 -0.0331  -0.717

Results
**E_LUMO**: 0.540 eV
**ΔE to the lowest compared entry with this formula, charge and spin**: 6.7 kcal per mole
**SMILES**: O.O
**Highest occupied orbital energy**: -10.99 eV
**Kohn-Sham gap**: 11.525 eV

***

[13]
Entry from the Open Molecules 2025 dataset: H4O6STl as an isolated structure in a non-equilibrium geometry (ωB97M-V with the def2-TZVPD basis set).

Each line ends with the Mulliken charge.
Geometry (Å):
Tl -26.2840 -14.2369 -32.0643  0.854
S -26.3242 -11.0057 -30.2329  1.424
O -25.2006 -11.9370 -30.5061  -0.340
O -26.0338 -9.7510 -30.9043  -0.294
O -27.4383 -11.5558 -30.9205  -0.350
O -26.4941 -10.8079 -28.8001  -0.395
O -26.0165 -14.2132 -35.0406  -0.557
H -25.8796 -13.5374 -35.7045  0.305
H -25.9395 -15.0387 -35.5190  0.308
O -28.0342 -16.1936 -33.4063  -0.587
H -28.9581 -16.2805 -33.1713  0.325
H -28.0247 -16.2372 -34.3625  0.307

Results
**E_LUMO**: -10.407 eV
**Total charge**: +1
**ΔE to the lowest compared entry with this formula, charge and spin**: 20.7 kcal per mole
**Highest occupied orbital energy**: -15.81 eV
**Kohn-Sham gap**: 5.408 eV

***

[14]
Entry from the Open Molecules 2025 dataset: a 2-piece molecular cluster, H4OS2 overall in a non-equilibrium geometry (ωB97M-V with the def2-TZVPD basis set).

Each line ends with the Mulliken charge.
Geometry (Å):
S -0.2750 -0.0429 3.3623  -0.496
S 0.7532 0.0130 1.5057  -0.608
H -0.1081 -1.4545 3.8189  0.056
H 1.8936 0.1295 2.0223  0.050
H -0.6672 0.7145 -9.0918  0.324
H -0.3149 0.1424 -7.5860  0.350
O -1.0567 0.1183 -8.3814  -0.676

Results
**E_LUMO (spin up / spin down)**: 2.299 / 2.291 eV
**Total charge**: -1
**ΔE to the lowest compared entry with this formula, charge and spin**: 32.1 kcal per mole
**Highest occupied orbital energy (spin up / spin down)**: 0.19 / -4.29 eV
**Kohn-Sham gap (spin up / spin down)**: 2.112 / 6.582 eV
**Multiplicity**: 2

***

[15]
Entry from the Open Molecules 2025 dataset: a 2-piece molecular cluster, H4OS2 overall (ωB97M-V with the def2-TZVPD basis set).

Each line ends with the Mulliken charge.
Geometry (Å):
S -1.8750 -0.9673 1.6724  -0.170
S -0.2179 -1.5811 0.5929  -0.152
H -2.3416 -2.2213 1.8205  0.162
H -0.9330 -2.2660 -0.3211  0.159
H 1.5562 2.7712 -1.8647  0.312
H 2.0480 2.2839 -0.5204  0.316
O 1.7634 1.9806 -1.3796  -0.626

Results
**E_LUMO**: 0.449 eV
**ΔE to the lowest compared entry with this formula, charge and spin**: 6.5 kcal per mole
**SMILES**: SS.O
**Highest occupied orbital energy**: -8.89 eV
**Kohn-Sham gap**: 9.339 eV

***

[16]
Entry from the Open Molecules 2025 dataset: a 2-piece molecular cluster, H4OS2 overall in a non-equilibrium geometry (ωB97M-V with the def2-TZVPD basis set).

Each line ends with the Mulliken charge.
Geometry (Å):
O -0.1952 3.3968 -1.4715  -0.653
H -0.0986 3.5854 -2.4325  0.326
H -0.7278 4.1476 -1.1238  0.327
S 0.4039 -3.8545 0.8800  -0.177
S -0.6526 -2.2727 1.7733  -0.172
H 1.6288 -3.7480 1.4377  0.169
H -0.3585 -1.2546 0.9369  0.180

Results
**E_LUMO**: 0.292 eV
**ΔE to the lowest compared entry with this formula, charge and spin**: 4.4 kcal per mole
**SMILES**: SS.O
**Highest occupied orbital energy**: -9.63 eV
**Kohn-Sham gap**: 9.925 eV

***

[17]
Entry from the Open Molecules 2025 dataset: a 2-piece molecular cluster, H4OSSi overall in a non-equilibrium geometry (ωB97M-V with the def2-TZVPD basis set).

Each line ends with the Mulliken charge.
Geometry (Å):
O 0.6771 -1.3029 -0.9624  -0.421
Si -0.2954 -0.2429 -0.2205  0.550
S 0.9580 1.0814 0.9139  -0.313
H 1.5208 -1.5748 -0.6088  0.312
H -0.9461 0.4869 -1.2902  -0.112
H -1.1794 -0.9154 0.7189  -0.100
H -0.7351 2.4676 1.4491  0.084

Results
**E_LUMO (spin up / spin down)**: -1.611 / -2.221 eV
**ΔE to the lowest compared entry with this formula, charge and spin**: 68.7 kcal per mole
**Highest occupied orbital energy (spin up / spin down)**: -9.75 / -9.57 eV
**Kohn-Sham gap (spin up / spin down)**: 8.143 / 7.348 eV

***

[18]
Entry from the Open Molecules 2025 dataset: a single H4OSSi molecule in a non-equilibrium geometry (ωB97M-V with the def2-TZVPD basis set).

Each line ends with the Mulliken charge.
Geometry (Å):
O -1.0196 -0.1042 1.0353  -0.371
Si -0.1929 0.2660 -0.3008  0.512
S 1.5111 -0.9828 -0.7235  -0.316
H -0.6495 -0.0720 1.9363  0.313
H -1.4701 0.2540 -1.1265  -0.123
H 0.5609 1.3731 -0.7125  -0.155
H 0.7926 -2.0585 -0.3823  0.140

Results
**E_LUMO**: 0.465 eV
**ΔE to the lowest compared entry with this formula, charge and spin**: 6.1 kcal per mole
**SMILES**: O[SiH2]S
**Highest occupied orbital energy**: -9.88 eV
**Kohn-Sham gap**: 10.349 eV

***

[19]
Entry from the Open Molecules 2025 dataset: a 2-piece molecular cluster, H4OSSi overall in a non-equilibrium geometry (ωB97M-V with the def2-TZVPD basis set).

Each line ends with the Mulliken charge.
Geometry (Å):
O -1.0411 0.4688 -1.1049  -0.554
Si 0.8961 -0.5902 0.8823  0.402
S -0.5004 0.5425 1.7180  -0.352
H -1.6000 1.0864 -0.6891  0.300
H 0.7874 -2.1122 0.8824  -0.038
H 2.2801 -0.1992 0.2428  -0.033
H -0.8220 0.8040 -1.9315  0.276

Results
**E_LUMO**: -0.524 eV
**ΔE to the lowest compared entry with this formula, charge and spin**: 50.3 kcal per mole
**SMILES**: [SiH2]=S.O
**Highest occupied orbital energy**: -8.98 eV
**Kohn-Sham gap**: 8.451 eV

***

[20]
Entry from the Open Molecules 2025 dataset: a 2-piece molecular cluster, H4P2S5 overall in a non-equilibrium geometry (ωB97M-V with the def2-TZVPD basis set).

Each line ends with the Mulliken charge.
Geometry (Å):
P 2.3024 0.0966 -3.3426  0.227
P 1.2054 0.4443 -1.1496  0.310
S 1.8598 -1.7559 -3.7485  -0.234
S -0.6613 -0.0440 -1.1817  -0.152
S 4.1048 0.7905 -3.1334  -0.315
S -2.3646 0.3848 1.8259  -0.307
S 2.2872 -0.8375 0.1000  -0.159
H 1.3852 1.0167 -3.8729  0.145
H -1.7322 -0.3793 2.7172  0.155
H -2.7014 -0.6567 1.0764  0.144
H 3.4664 -0.3069 -0.2471  0.185

Results
**E_LUMO (spin up / spin down)**: -3.115 / -3.116 eV
**ΔE to the lowest compared entry with this formula, charge and spin**: 20.1 kcal per mole
**Highest occupied orbital energy (spin up / spin down)**: -9.16 / -9.16 eV
**Kohn-Sham gap (spin up / spin down)**: 6.044 / 6.043 eV